Entry 1:
This record from the Open Molecules 2025 dataset describes a 2-piece molecular cluster, C3H8OS2 overall in a non-equilibrium geometry. The level of theory is ωB97M-V/def2-TZVPD.

ORCA input file:
```
! RIJCOSX wB97M-V def2-TZVPD def2/J DEFGRID3
* xyz 0 1
S -2.054 0.466 -1.364
S -1.782 -1.540 -1.569
O 1.663 -1.443 0.889
C 1.725 -0.052 0.594
C 1.564 0.461 -0.548
C -1.939 0.809 0.374
H 1.326 1.504 -0.556
H 1.615 -0.062 -1.570
H -2.739 0.146 0.988
H 2.353 -1.684 1.574
H -0.964 0.751 0.899
H -0.433 -1.669 -1.693
H -2.338 1.826 0.456
H 2.003 0.486 1.524
*
```

Results
- SMILES string = C=CO.CSS
- relative energy (zero: lowest compared OMol25 entry of this formula, charge and spin) (kJ/mol) = 159.9
- orbital gap (Ha) = 0.3553
- HOMO energy (eV) = -9.0

Löwdin population analysis, charges in e, atoms 1 to 4:
1 S 0.334
2 S 0.288
3 O -0.064
4 C -0.302



Entry 2:
This record from the Open Molecules 2025 dataset describes a 5-piece molecular cluster, C53H113ClO3 overall in a non-equilibrium geometry. The level of theory is ωB97M-V/def2-TZVPD.

ORCA input file:
```
! RIJCOSX wB97M-V def2-TZVPD def2/J DEFGRID3
* xyz 0 1
Cl 1.766 6.123 -0.920
O 2.672 6.699 1.866
O -0.650 -1.054 -1.155
O 0.087 4.904 1.319
C -7.718 3.448 -6.152
C -0.987 -5.684 -4.863
C -5.138 3.211 0.300
C 4.111 2.537 3.823
C 1.633 2.862 -0.488
C -4.103 2.696 1.316
C -3.443 3.908 1.996
C 2.211 -1.172 -1.523
C 2.824 5.108 0.133
C 3.992 -1.855 -5.130
C -4.819 1.830 2.386
C -1.432 -0.405 3.736
C -3.399 -2.003 7.808
C 7.024 -1.337 -5.707
C 2.096 -5.744 -5.253
C 1.347 -2.446 -1.551
C 2.512 5.282 1.629
C -5.958 3.083 -4.304
C 3.199 -1.113 -0.357
C 7.427 -2.622 -6.430
C 3.670 -0.834 2.117
C -0.208 -6.879 -5.412
C -0.033 -2.300 -0.893
C 1.211 4.721 2.165
C 4.551 1.088 3.607
C -0.969 -4.856 7.953
C -0.782 -3.574 7.143
C 2.250 -5.462 -6.745
C -4.337 0.357 2.424
C 1.512 7.469 2.090
C -1.123 -5.691 -3.343
C 5.149 -2.426 -4.315
C -7.154 2.410 -7.117
C 2.896 3.718 -0.490
C 3.359 0.188 3.217
C -2.356 1.455 5.254
C -0.938 3.984 1.632
C -2.177 -2.085 8.718
C -2.624 0.337 4.265
C -0.863 -0.226 -0.034
C 8.491 -3.427 -5.690
C 6.396 -1.544 -4.328
C -7.663 3.189 -2.408
C -2.290 4.517 1.179
C -0.869 -2.280 7.952
C -3.904 0.009 3.827
C 2.576 -0.929 1.022
C 3.634 4.694 2.515
C 1.243 -6.971 -4.941
C -6.661 4.068 -5.239
C 0.097 -5.056 9.027
C 3.828 3.175 2.458
C -6.886 2.302 -3.376
H 1.364 2.465 0.491
H 0.981 5.118 3.160
H -6.380 2.848 -7.750
H -6.981 3.777 -1.792
H 0.194 -3.608 6.647
H -3.549 -2.927 7.248
H -3.366 2.103 0.772
H 8.138 -3.765 -4.715
H -0.059 -5.999 9.552
H -0.965 3.796 2.712
H 1.258 -2.798 -2.578
H -4.302 -1.821 8.391
H 9.393 -2.831 -5.538
H -1.622 -6.599 -3.001
H -3.187 2.153 5.223
H -1.776 0.342 -0.218
H -1.960 -4.871 8.413
H -7.585 1.695 -3.958
H -4.596 -0.517 4.483
H 2.818 -1.198 -2.431
H -8.186 4.249 -6.730
H -0.746 3.032 1.119
H 4.945 3.085 4.265
H -6.281 1.597 -2.798
H 1.819 8.514 2.078
H 2.496 0.782 2.911
H 1.962 -1.810 1.231
H -8.328 3.876 -2.933
H -5.183 -0.280 2.154
H -0.046 0.490 0.106
H -1.986 -5.691 -5.306
H 3.090 -5.896 -4.822
H -2.104 -1.158 9.294
H 1.923 -0.055 1.043
H -5.371 2.374 -4.895
H -7.126 4.863 -4.649
H 5.251 1.071 2.769
H -6.721 1.560 -6.589
H -3.540 0.171 1.699
H 1.595 -0.276 -1.604
H 3.719 3.123 -0.095
H 4.247 -1.767 -6.187
H 3.068 -0.357 4.116
H 1.292 -5.243 -7.219
H -3.288 -1.182 7.094
H 3.807 5.558 0.008
H -8.516 2.998 -5.555
H 2.700 -6.312 -7.262
H -0.725 -7.801 -5.127
H -2.316 -2.886 9.449
H -8.277 2.581 -1.742
H 0.780 3.388 -0.912
H 1.266 -7.151 -3.862
H -3.065 3.592 2.969
H 7.908 -0.702 -5.594
H 8.769 -4.314 -6.262
H -2.254 1.118 6.295
H -0.939 -5.705 7.266
H 1.314 3.641 2.307
H 3.017 2.634 1.973
H -1.571 -0.627 2.671
H -0.685 -3.069 -1.319
H -4.200 4.680 2.139
H 1.095 -5.082 8.584
H 4.547 5.208 2.218
H 6.548 -3.249 -6.604
H -1.455 1.976 4.935
H -6.043 3.525 0.818
H 1.054 7.293 3.068
H -0.519 -4.749 -5.184
H 3.828 -2.005 -0.389
H 0.047 -2.523 0.173
H 3.118 -2.505 -5.052
H 6.334 -0.776 -6.343
H 7.811 -2.355 -7.418
H -0.036 -2.233 8.658
H -4.721 2.281 3.372
H 5.061 0.684 4.480
H 3.839 -0.241 -0.529
H 1.811 1.999 -1.136
H 3.223 2.559 4.458
H -1.715 -4.838 -3.007
H -0.151 -5.629 -2.850
H -5.390 2.451 -0.439
H 4.822 -2.544 -3.278
H 6.141 -0.563 -3.912
H 3.387 5.002 3.531
H 1.681 -4.862 -4.756
H -0.238 -6.847 -6.505
H 0.749 7.350 1.323
H 3.156 3.872 -1.539
H 2.898 -4.597 -6.899
H -2.284 5.597 1.327
H 7.138 -1.972 -3.648
H -0.998 -0.793 0.890
H -0.730 -1.435 7.269
H 0.075 -4.260 9.772
H 1.890 -3.212 -0.989
H -1.523 -3.554 6.339
H -4.724 4.064 -0.243
H -5.235 3.637 -3.697
H 5.390 -3.430 -4.675
H 4.718 2.966 1.859
H -7.939 2.024 -7.769
H -1.330 -1.358 4.255
H -5.886 1.818 2.161
H 4.609 -0.625 1.602
H 3.762 -1.838 2.533
H 1.704 -7.852 -5.400
H 3.709 -0.865 -4.764
H -5.903 4.559 -5.857
H -2.432 4.316 0.116
H -0.498 0.158 3.824
*
```

Results
- SMILES string = CC[C@@H](Cl)[C@](CCCCCCCCCCCOC)(COCCC[C@H](C)CCC=C(C)C)OC.CCCCCC.CCCCCC.CCCCCC.CCCCCC
- orbital gap (Ha) = 0.2750
- HOMO energy (eV) = -7.1

Löwdin population analysis, charges in e, atoms 1 to 4:
1 Cl 0.694
2 O -0.158
3 O -0.173
4 O -0.163



Entry 3:
This record from the Open Molecules 2025 dataset describes one molecule with the formula C21H25N3O7S. The level of theory is ωB97M-V/def2-TZVPD.

ORCA input file:
```
! RIJCOSX wB97M-V def2-TZVPD def2/J DEFGRID3
* xyz 0 1
S 2.059 -4.733 1.658
O 2.937 -1.820 2.979
O 0.396 -0.818 -0.086
O -3.687 0.581 -2.294
O -3.115 5.475 -3.318
O 0.118 2.026 -1.705
O -2.105 -2.033 -0.402
O -1.968 -0.874 1.515
N 0.592 -2.064 1.735
N -1.799 2.383 -2.865
N -1.552 0.505 -1.510
C 2.197 -0.263 1.343
C -2.179 4.776 -2.640
C 4.199 0.213 2.599
C -3.171 -1.204 -0.832
C -0.565 -2.811 1.287
C -1.433 3.696 -3.354
C 4.351 1.402 1.907
C -3.659 6.351 -2.457
C 3.128 -0.633 2.334
C -1.005 1.706 -2.022
C -1.586 -1.767 0.805
C -2.130 5.198 -1.343
C 3.915 -2.287 3.879
C 1.018 -1.062 0.949
C 0.497 -5.072 0.777
C -3.096 6.227 -1.226
C -0.213 -3.849 0.216
C 3.061 -4.057 0.307
C -2.812 0.052 -1.631
C 3.443 1.767 0.930
C 2.377 0.935 0.652
H 3.981 -1.651 4.767
H 0.394 -3.363 -0.549
H 3.561 2.691 0.388
H 2.697 -3.073 0.026
H -1.135 -4.185 -0.262
H 1.658 1.199 -0.110
H 4.922 -0.048 3.356
H -3.333 6.791 -0.348
H -2.756 2.059 -2.973
H -0.125 -5.574 1.518
H -0.357 3.803 -3.189
H 4.898 -2.358 3.404
H -3.739 -0.857 0.042
H 0.727 -5.775 -0.025
H 3.585 -3.284 4.168
H 5.191 2.041 2.139
H 4.076 -3.978 0.683
H -1.005 -3.303 2.162
H -1.484 4.822 -0.577
H -4.425 6.999 -2.835
H -3.816 -1.826 -1.458
H -1.653 3.757 -4.423
H 1.122 -2.361 2.539
H -0.872 -0.009 -0.941
H 3.031 -4.739 -0.538
*
```

Results
- SMILES string = COc1ccccc1C(=O)N[C@H](CCSC)C(=O)OCC(=O)NC(=O)NCc1ccco1
- relative energy (zero: lowest compared OMol25 entry of this formula, charge and spin) (kJ/mol) = 29.0
- orbital gap (Ha) = 0.3246
- HOMO energy (eV) = -8.4

Löwdin population analysis, charges in e, atoms 1 to 4:
1 S 0.813
2 O -0.141
3 O 0.032
4 O 0.062



Entry 4:
This record from the Open Molecules 2025 dataset describes C12H34N3O6V2 as an isolated structure in a non-equilibrium geometry. The level of theory is ωB97M-V/def2-TZVPD.

ORCA input file:
```
! RIJCOSX wB97M-V def2-TZVPD def2/J DEFGRID3
* xyz 2 4
V -0.703 -2.934 -1.220
V 1.381 0.644 -1.518
O 4.714 -1.752 1.746
O -4.476 -0.065 0.665
O 1.933 0.010 -2.934
O -0.321 -3.355 0.298
O -0.028 -0.984 -0.939
O -0.230 1.778 -2.636
N -2.684 -2.112 -0.316
N 0.432 1.553 0.264
N 2.639 -0.684 -0.237
C -2.038 -1.018 1.719
C -4.527 -1.444 0.994
C -0.860 1.913 -0.324
C -0.150 2.391 -3.876
C 4.036 -0.194 -0.070
C -3.016 -1.946 1.067
C 4.107 0.996 0.836
C 4.865 -1.469 0.351
C 5.569 -2.761 2.230
C -0.783 2.699 -1.713
C -5.763 0.386 0.242
C -1.594 2.790 0.710
H -5.193 -1.998 0.332
H 2.328 -0.755 0.721
H -0.840 -0.592 -0.562
H -2.575 -0.610 2.575
H -1.471 1.014 -0.403
H 5.245 -3.717 1.819
H -3.034 -2.965 1.455
H 3.644 0.753 1.793
H -1.934 2.023 1.406
H 5.538 -2.892 3.312
H 0.227 1.735 -4.661
H 0.530 3.243 -3.888
H -5.093 -1.359 1.922
H 4.369 0.105 -1.064
H 2.708 -1.668 -0.454
H -0.185 3.603 -1.598
H -3.517 -2.501 -0.735
H -2.636 -1.159 -0.646
H -6.373 -0.372 -0.251
H -6.338 0.854 1.041
H 4.532 -2.263 -0.317
H -5.715 1.133 -0.551
H 3.676 1.916 0.439
H 6.601 -2.579 1.932
H -1.081 3.629 1.180
H 5.876 -1.248 0.011
H 5.156 1.102 1.110
H -1.699 3.020 -2.209
H -1.676 -0.141 1.184
H 0.986 2.397 0.280
H -1.140 2.750 -4.156
H -2.468 3.268 0.268
H -1.164 -1.507 2.149
H 0.213 1.339 1.227
*
```

Results
- orbital gap (spin up / spin down) (Ha) = 0.2128 / 0.2723
- HOMO energy (spin up / spin down) (eV) = -13.8 / -15.0

Löwdin population analysis, charges in e, atoms 1 to 4:
1 V 0.998
2 V 1.105
3 O -0.172
4 O -0.208



Entry 5:
This record from the Open Molecules 2025 dataset describes an isolated ion of composition CH2NO3S and charge -1 in a non-equilibrium geometry. The level of theory is ωB97M-V/def2-TZVPD.

ORCA input file:
```
! RIJCOSX wB97M-V def2-TZVPD def2/J DEFGRID3
* xyz -1 1
S -2.138 -0.962 -0.545
O -2.289 -0.247 -1.797
O -2.201 -2.382 -0.700
O 1.473 0.831 0.680
N -0.089 -0.723 0.159
C 0.415 0.463 0.145
H -0.271 1.172 -0.396
H 0.641 -1.266 0.631
*
```

Results
- relative energy (zero: lowest compared OMol25 entry of this formula, charge and spin) (kJ/mol) = 39.3
- orbital gap (Ha) = 0.3144
- HOMO energy (eV) = -4.7

Löwdin population analysis, charges in e, atoms 1 to 4:
1 S 0.686
2 O -0.507
3 O -0.516
4 O -0.124